(1)
Density functional theory data (wB97M-V/def2-TZVPD) for a 2-piece molecular cluster, C4H12 overall in a non-equilibrium geometry.

Results
Gap between HOMO and LUMO, eV: 12.35
Relative energy (zero: lowest compared OMol25 entry of this formula, charge and spin), eV: 1.584
DFT total energy, eV: -4340.9440
Molecular weight, g/mol: 60.14
HOMO, eV: -11.26

The geometry in ORCA input format:
```
! wB97M-V def2-TZVPD RIJCOSX def2/J DEFGRID3
* xyz 0 1
C -0.3270 0.3664 -1.8579
C -0.2399 -0.4194 2.8831
C 0.1961 -0.5468 -3.0295
C 0.4546 0.6332 1.9367
H -0.7911 -0.3441 -0.9767
H -0.8602 0.1326 3.5984
H 0.4514 1.0445 -1.3685
H -0.3216 1.2039 1.4055
H 1.0742 1.2344 2.4708
H 0.6194 -1.2387 -2.3556
H -1.1254 0.9463 -2.3422
H 1.1719 0.0289 1.4893
H 0.4475 -1.1069 3.2544
H -0.8359 -1.1155 2.1928
H -0.6795 -0.8677 -3.6082
H 0.7654 0.0489 -3.6924
*
```

***

(2)
Density functional theory data (wB97M-V/def2-TZVPD) for C20H36HgO32PS6 as an isolated structure in a non-equilibrium geometry.

Results
Gap between HOMO and LUMO, eV: 6.91
DFT total energy, eV: -165318.3641
Molecular weight, g/mol: 1212.44
HOMO, eV: -7.13

The geometry in ORCA input format:
```
! wB97M-V def2-TZVPD RIJCOSX def2/J DEFGRID3
* xyz -1 1
Hg 37.1810 33.0561 -5.5845
S 29.4553 32.8918 -3.8402
S 31.7464 39.4914 -7.7176
S 38.6986 38.5966 -9.3321
S 39.2343 39.1363 -4.5365
S 31.9083 33.0507 -9.8110
S 34.7087 37.5799 0.1482
P 35.3101 34.7373 -5.1426
O 31.6323 39.5530 -6.1278
O 37.0451 31.7693 -1.5624
O 33.7467 38.5796 0.4017
O 32.8926 34.2871 -9.7465
O 38.2792 39.4371 -10.4020
O 31.9022 40.8040 -8.2029
O 39.1260 40.0443 -3.4572
O 30.7751 33.2605 -8.9826
O 36.2740 34.9701 -6.3936
O 34.0131 36.1949 -0.2327
O 36.4202 34.5871 -4.0096
O 40.1234 39.4937 -5.5701
O 34.1909 35.6819 -4.8917
O 34.9049 33.1999 -5.2786
O 31.7346 32.6584 -11.1528
O 28.8750 32.8950 -2.5504
O 30.1297 34.3000 -4.1105
O 37.7949 38.8310 -5.1091
O 37.5450 38.5551 -8.2457
O 30.7562 38.6503 -8.2617
O 30.7881 32.0459 -3.8251
O 32.8930 32.0316 -9.0758
O 36.7894 31.4876 -3.7565
O 33.1290 38.7283 -7.6932
O 39.5674 37.6524 -4.0864
O 40.9937 32.7379 -3.0764
O 39.9610 38.7830 -8.7529
O 28.6782 32.5076 -4.9553
O 38.4972 37.0823 -9.8430
O 35.6656 37.3081 1.1614
O 39.2126 33.1537 -4.3536
O 35.3917 37.8543 -1.2486
C 38.4480 36.7681 -4.1610
C 36.1886 32.0978 -0.4396
C 37.4621 37.4508 -5.1290
C 41.3172 32.8126 -1.6726
C 40.0008 33.2452 -0.9678
C 33.5904 34.2377 -8.5080
C 31.9907 38.2393 -5.6556
C 34.8452 31.9294 -2.3700
C 33.7522 32.7351 -8.1731
C 39.3046 34.0177 -2.0912
C 31.5037 34.2053 -4.4670
C 39.7814 33.2385 -3.3001
C 36.2948 31.7006 -2.6824
C 37.3265 36.4678 -9.2802
C 31.8980 32.7265 -4.4449
C 33.1234 37.7975 -6.5910
C 36.5405 37.5822 -8.6206
C 34.2660 35.8222 -1.5986
C 34.7811 31.6690 -0.8750
C 35.4747 36.6393 -2.0058
H 37.5901 36.9384 -6.0809
H 36.4167 37.3304 -4.8595
H 36.8009 35.9861 -10.1009
H 34.1045 32.2119 -0.2158
H 39.5343 35.0806 -2.1099
H 41.5496 31.8226 -1.2909
H 39.4129 32.3622 -0.7308
H 35.4766 36.8233 -3.0733
H 37.9876 36.5317 -3.2066
H 34.5624 32.9345 -2.6905
H 34.6454 30.5968 -0.7356
H 36.4480 31.5433 0.4614
H 36.3536 33.1638 -0.2809
H 34.2250 31.2703 -2.9747
H 34.7719 32.4033 -8.3705
H 32.7799 32.4705 -3.8722
H 34.1306 37.7698 -6.1857
H 32.9941 36.7773 -6.9499
H 35.8134 38.0331 -9.2988
H 36.4097 36.1276 -1.7709
H 40.2123 33.8609 -0.0978
H 32.3162 38.2386 -4.6217
H 37.6265 35.7145 -8.5501
H 42.1296 33.5236 -1.5584
H 32.1580 34.7879 -3.8228
H 34.5599 34.7099 -8.6609
H 38.7969 35.8574 -4.6375
H 31.0929 37.6357 -5.7860
H 38.2207 33.9052 -2.0950
H 33.1824 34.7598 -7.6399
H 33.4367 36.0512 -2.2682
H 34.4660 34.7549 -1.5967
H 33.5890 32.5793 -7.1085
H 32.0682 32.2968 -5.4322
H 36.0465 37.3706 -7.6775
H 31.6411 34.6120 -5.4680
*
```

***

(3)
Density functional theory data (wB97M-V/def2-TZVPD) for C3H6CoO3 as an isolated structure in a non-equilibrium geometry.

Results
Gap between HOMO and LUMO (spin up / spin down), eV: 7.21 / 6.20
Relative energy (zero: lowest compared OMol25 entry of this formula, charge and spin), eV: 1.504
DFT total energy, eV: -46964.6649
Molecular weight, g/mol: 149.01
HOMO (spin up / spin down), eV: -14.00 / -13.99

The geometry in ORCA input format:
```
! wB97M-V def2-TZVPD RIJCOSX def2/J DEFGRID3
* xyz 1 5
Co -0.7557 1.6554 0.3346
O -1.1751 -0.1714 0.5342
O 2.3440 -0.6142 0.7600
O 1.0517 1.1813 0.4642
C 0.0068 -0.9626 0.6769
C 1.2586 -0.0942 0.5048
C -2.3961 -0.9057 0.6470
H -2.3946 -1.7310 -0.0763
H 0.0134 -1.7519 -0.0897
H 0.0138 -1.4301 1.6729
H -2.4991 -1.2967 1.6684
H 1.4846 -0.3800 -1.8641
H -3.2149 -0.2139 0.4267
*
```